*A*
Density functional theory data (ωB97M-V/def2-TZVPD) for a cluster of 2 separate species, C4H12N2S in total.

Last columns: bonded neighbours and bond lengths (Å).
Cartesian coordinates (Å):
1 S -0.137 -1.910 -1.874  C7 1.912
2 N 0.292 0.117 0.738  C4 1.462, C6 1.444, H10 1.049
3 N 0.423 -1.287 2.435  C6 1.442, H11 1.070, H12 1.025
4 C -0.183 0.581 -0.564  N2 1.462, C5 1.541, C7 1.613, H19 1.132
5 C -0.095 2.088 -0.875  C4 1.541, H14 1.083, H15 1.099, H16 1.092
6 C -0.492 -0.908 1.388  N2 1.444, N3 1.442, H8 1.132, H9 1.152
7 C 0.750 -0.240 -1.593  S1 1.912, C4 1.613, H17 1.110, H18 1.111
8 H -0.690 -1.718 0.622  C6 1.132
9 H -1.491 -0.655 1.903  C6 1.152
10 H 0.542 0.796 1.498  N2 1.049
11 H 0.156 -2.281 2.728  N3 1.070
12 H 1.368 -1.369 2.046  N3 1.025
13 H -1.941 -0.364 -0.560  no bonds
14 H -0.733 2.883 -0.509  C5 1.083
15 H 0.960 2.378 -0.773  C5 1.099
16 H -0.224 2.018 -1.957  C5 1.092
17 H 1.761 -0.385 -1.158  C7 1.110
18 H 0.862 0.206 -2.605  C7 1.111
19 H -1.128 0.051 -0.891  C4 1.132

Atomic partial charges in e from the natural (NBO) method, atoms 1 to 8: S -0.293; N -0.635; N -0.845; C 0.093; C -0.659; C -0.079; C -0.544; H 0.211

*B*
Density functional theory data (ωB97M-V/def2-TZVPD) for an isolated molecule of C4H12N2S.

SMILES: NC[C@H](N)CCS

Last columns: bonded neighbours and bond lengths (Å).
Cartesian coordinates (Å):
1 S 2.799 -0.607 -0.871  C7 1.877, H10 1.381
2 N -1.452 -1.211 0.944  C5 1.560, H12 1.045, H19 1.058
3 N -2.050 0.259 -1.457  C4 1.458, H8 1.041, H17 1.055
4 C -1.036 0.749 -0.531  N3 1.458, C5 1.533, H9 1.093, H16 1.079
5 C -0.373 -0.493 0.076  N2 1.560, C4 1.533, C6 1.558, H15 1.102
6 C 0.775 -0.047 1.028  C5 1.558, C7 1.506, H11 1.076, H13 1.060
7 C 2.036 0.515 0.426  S1 1.877, C6 1.506, H14 1.088, H18 1.104
8 H -2.605 1.004 -1.926  N3 1.041
9 H -0.338 1.375 -1.093  C4 1.093
10 H 3.844 -1.063 -0.091  S1 1.381
11 H 0.436 0.586 1.830  C6 1.076
12 H -1.822 -0.547 1.662  N2 1.045
13 H 0.954 -0.931 1.586  C6 1.060
14 H 1.739 1.224 -0.344  C7 1.088
15 H -0.064 -1.137 -0.764  C5 1.102
16 H -1.535 1.248 0.285  C4 1.079
17 H -1.818 -0.512 -2.140  N3 1.055
18 H 2.781 1.001 1.080  C7 1.104
19 H -2.268 -1.413 0.301  N2 1.058

Atomic partial charges in e from the natural (NBO) method, atoms 1 to 8: S -0.095; N -0.848; N -0.889; C -0.233; C -0.039; C -0.448; C -0.480; H 0.369

Stability, lowest: *A*

*A*
Density functional theory data (ωB97M-V/def2-TZVPD) for an isolated molecule of C2H7N2OP.

SMILES: C=N[P@@](C)(N)=O

Last columns: bonded neighbours and bond lengths (Å).
Cartesian coordinates (Å):
1 P 0.104 -0.322 -0.215  O2 1.462, N3 1.672, N4 1.740, C6 1.830
2 O -0.746 -1.103 -1.111  P1 1.462
3 N 1.131 -1.273 0.699  P1 1.672, H12 0.964, H13 1.040
4 N -0.791 0.712 0.861  P1 1.740, C5 1.696
5 C -2.432 0.441 0.528  N4 1.696, H8 1.122, H9 1.189
6 C 1.415 0.769 -0.878  P1 1.830, H7 1.147, H10 1.081, H11 1.021
7 H 0.964 0.941 -1.918  C6 1.147
8 H -2.464 -0.193 -0.397  C5 1.122
9 H -3.257 0.964 1.207  C5 1.189
10 H 2.389 0.300 -0.905  C6 1.081
11 H 1.386 1.646 -0.357  C6 1.021
12 H 0.591 -2.007 1.018  N3 0.964
13 H 1.709 -0.877 1.468  N3 1.040

Atomic partial charges in e from the natural (NBO) method, atoms 1 to 8: P 2.144; O -1.108; N -1.178; N -0.786; C -0.065; C -1.006; H 0.248; H 0.244

*B*
Density functional theory data (ωB97M-V/def2-TZVPD) for a cluster of 2 separate species, C2H7N2OP in total.

Last columns: bonded neighbours and bond lengths (Å).
Cartesian coordinates (Å):
1 P 1.041 0.948 0.176  O2 1.598, N4 1.787
2 O 1.997 -0.052 0.977  P1 1.598, C5 1.284
3 N -3.609 1.803 1.098  H9 1.106, H10 1.050, H13 1.029
4 N 0.982 -0.215 -1.180  P1 1.787, C6 1.420, H7 1.050
5 C 2.246 -1.198 0.454  O2 1.284, C6 1.504, H11 1.053
6 C 1.702 -1.413 -0.931  N4 1.420, C5 1.504, H8 1.131, H12 1.114
7 H 0.982 0.206 -2.142  N4 1.050
8 H 1.125 -2.383 -1.010  C6 1.131
9 H -4.149 2.108 0.182  N3 1.106
10 H -3.950 2.565 1.735  N3 1.050
11 H 3.099 -1.735 0.757  C5 1.053
12 H 2.603 -1.585 -1.563  C6 1.114
13 H -4.069 0.951 1.448  N3 1.029

Atomic partial charges in e from the natural (NBO) method, atoms 1 to 8: P 0.885; O -0.693; N -1.060; N -0.942; C 0.117; C -0.289; H 0.402; H 0.181

Stability, lowest: *B*